1.
A molecular structure, C27H37IrN6O5PTe at a distorted geometry. Source: the Open Molecules 2025 dataset; level of theory: ωB97M-V/def2-TZVPD.

Results
- charge = +2
- ⟨S²⟩ = 8.775
- E_tot (Ha) = -2468.90291
- 2S+1 = 6
- relative energy (zero: lowest compared OMol25 entry of this formula, charge and spin) (kcal per mole) = 20.1
- gap between HOMO and LUMO (spin up / spin down) (eV) = 7.70 / 5.43

```
78
Properties=species:S:1:pos:R:3:mulliken_spin:R:1
Ir -0.45 0.57 -0.22 2.13
C 0.96 0.51 -3.16 0.02
C -0.01 -0.56 -3.67 -0.01
C -0.19 -1.72 -2.74 0.02
C 0.05 -3.01 -3.22 0.00
C -0.16 -4.11 -2.41 0.00
C -0.61 -3.89 -1.12 0.00
C -0.80 -2.59 -0.70 -0.01
N -0.62 -1.51 -1.49 0.12
N 0.32 1.53 -2.32 0.13
C -0.73 2.27 -3.06 0.03
C -2.11 2.21 -2.43 0.00
C -3.22 2.56 -3.17 0.01
C -4.46 2.62 -2.55 0.00
C -4.54 2.36 -1.19 0.00
C -3.38 2.01 -0.53 -0.01
N -2.20 1.89 -1.14 0.14
C 1.34 2.47 -1.82 0.06
C 0.75 3.44 -0.84 -0.05
C 0.85 4.81 -1.00 0.00
C 0.28 5.64 -0.03 0.00
C -0.35 5.06 1.05 0.00
C -0.42 3.67 1.12 0.00
N 0.11 2.89 0.19 0.08
H 1.43 1.00 -4.02 0.00
H 1.74 0.03 -2.57 0.00
H 0.39 -0.94 -4.61 0.00
H -0.99 -0.14 -3.90 0.00
H 0.39 -3.13 -4.24 0.00
H 0.01 -5.11 -2.79 0.00
H -0.80 -4.71 -0.44 0.00
H -1.13 -2.39 0.31 0.01
H -0.79 1.91 -4.08 0.00
H -0.46 3.32 -3.12 0.00
H -3.12 2.81 -4.22 0.00
H -5.35 2.86 -3.12 0.00
H -5.47 2.43 -0.65 0.00
H -3.39 1.82 0.54 0.00
H 1.82 3.00 -2.66 0.01
H 2.11 1.88 -1.31 0.00
H 1.36 5.23 -1.85 0.00
H 0.34 6.71 -0.13 0.00
H -0.79 5.66 1.84 0.00
H -0.92 3.19 1.95 0.00
C -3.42 -0.95 2.96 0.00
C -2.24 -0.48 2.18 -0.02
N -2.21 -0.47 0.89 0.15
O -3.36 -0.90 0.30 0.03
C -1.04 0.04 2.83 0.10
C -0.79 -0.09 4.30 0.00
N -0.22 0.69 2.07 0.06
O 0.79 1.32 2.61 0.24
H -4.33 -0.78 2.39 0.00
H -3.49 -0.44 3.92 0.00
H -3.36 -2.02 3.14 0.00
H -3.12 -1.04 -0.62 0.00
H -1.36 -0.91 4.74 0.00
H -1.05 0.83 4.82 0.01
H 0.27 -0.27 4.46 0.02
C 5.98 -2.50 0.71 0.00
C 4.78 -2.25 1.60 0.00
O 3.66 -1.86 0.75 -0.01
P 2.42 -1.03 1.26 -0.14
O 1.61 -0.66 0.07 0.13
Te 3.12 0.81 2.69 1.69
O 1.66 -1.89 2.35 0.06
C 1.27 -3.28 2.12 0.00
C 1.78 -4.15 3.24 0.00
H 6.82 -2.86 1.32 0.00
H 6.28 -1.59 0.20 0.00
H 5.73 -3.25 -0.03 0.00
H 4.99 -1.45 2.32 0.01
H 4.51 -3.14 2.16 0.00
H 1.64 -3.60 1.15 0.00
H 0.18 -3.29 2.10 0.00
H 2.87 -4.26 3.19 0.00
H 1.34 -5.15 3.16 0.00
H 1.51 -3.73 4.20 0.00
```

***

2.
A molecular structure, C27H37N8O5Sm at a distorted geometry. Source: the Open Molecules 2025 dataset; level of theory: ωB97M-V/def2-TZVPD.

Results
- charge = +2
- ⟨S²⟩ = 8.758
- E_tot (Ha) = -2522.97978
- 2S+1 = 6
- gap between HOMO and LUMO (spin up / spin down) (eV) = 8.43 / 8.77

```
78
Properties=species:S:1:pos:R:3:mulliken_spin:R:1
Sm -0.65 -15.11 9.99 5.06
O 3.18 -16.54 8.33 0.00
C 2.30 -16.36 9.13 -0.01
N 0.96 -16.72 9.05 -0.01
C 0.60 -17.65 8.12 0.00
O 1.29 -18.39 7.46 0.00
C -0.91 -17.82 8.00 0.00
C -1.38 -18.78 7.18 0.00
C -2.76 -18.85 6.97 0.00
C -3.54 -17.90 7.60 0.00
C -2.97 -16.97 8.40 0.00
N -1.65 -16.92 8.63 -0.01
C 2.57 -15.57 10.40 0.00
C 3.86 -15.31 10.67 0.00
C 4.17 -14.56 11.76 0.00
C 3.13 -14.17 12.60 0.00
C 1.86 -14.50 12.29 0.00
N 1.55 -15.15 11.17 -0.02
H -0.67 -19.46 6.63 0.00
H -3.26 -19.58 6.33 0.00
H -4.62 -17.89 7.46 0.00
H -3.53 -16.16 8.90 0.00
H 4.62 -15.68 9.98 0.00
H 5.19 -14.29 11.90 0.00
H 3.38 -13.59 13.52 0.00
H 1.05 -14.22 12.92 0.00
C -4.83 -12.23 9.29 0.00
N -3.71 -11.64 10.07 0.00
C -3.88 -10.30 10.63 0.00
C -2.64 -12.35 10.35 0.00
O -2.53 -13.55 10.01 0.00
C -1.49 -11.69 11.10 0.00
O -0.35 -12.53 10.95 0.00
C 0.79 -11.84 10.47 0.00
C 1.14 -12.35 9.07 0.00
O 0.58 -13.39 8.68 0.00
N 2.00 -11.68 8.28 0.00
C 2.84 -10.61 8.72 0.00
C 2.21 -12.17 6.91 0.00
H -5.12 -11.49 8.53 0.00
H -5.71 -12.45 9.89 0.00
H -4.50 -13.16 8.83 0.00
H -3.60 -9.51 9.92 0.00
H -3.31 -10.12 11.58 0.00
H -4.94 -10.14 10.89 0.00
H -1.74 -11.58 12.20 0.00
H -1.31 -10.71 10.63 0.00
H 1.63 -12.05 11.07 0.00
H 0.60 -10.76 10.47 0.00
H 3.75 -11.00 9.21 0.00
H 2.27 -9.96 9.42 0.00
H 3.13 -10.00 7.88 0.00
H 1.27 -12.61 6.61 0.00
H 2.97 -13.00 6.88 0.00
H 2.53 -11.35 6.29 0.00
C 1.54 -18.59 13.75 0.00
C 1.37 -18.67 12.25 0.00
N 0.13 -17.94 11.83 0.00
C -0.57 -17.12 12.62 -0.01
N -1.32 -16.16 12.02 0.00
C -2.41 -15.70 12.91 0.00
C -1.94 -15.43 14.35 0.00
C -1.22 -16.65 14.94 0.00
N -0.58 -17.43 13.94 0.00
C 0.16 -18.59 14.44 0.00
H 2.07 -17.72 14.12 0.00
H 2.07 -19.47 14.09 0.00
H 1.30 -19.73 11.93 0.00
H 2.22 -18.20 11.72 0.00
H 0.09 -17.79 10.83 0.00
H -3.25 -16.45 12.90 0.00
H -2.89 -14.82 12.47 0.00
H -2.83 -15.27 14.97 0.00
H -1.25 -14.56 14.40 0.00
H -1.96 -17.33 15.39 0.00
H -0.52 -16.47 15.77 0.00
H -0.32 -19.57 14.15 0.00
H 0.24 -18.47 15.53 0.00
```